# 1
Below is 12 unconnected molecules or ions with the total composition C67H169N11O23, with properties calculated with ωB97M-V/def2-TZVPD.

```
! RIJCOSX wB97M-V def2-TZVPD def2/J DEFGRID3
* xyz 0 1
C -3.5103 -4.3301 -7.6501
O -2.5249 -5.3201 -7.8647
C -1.4390 -5.2103 -6.9654
C -1.4274 -6.1715 -5.7783
N -2.3737 -5.9287 -4.6589
C -1.9947 -4.7668 -3.9005
C -3.0902 -4.4352 -2.8748
O -4.2670 -4.0193 -3.6258
C -5.4604 -4.1491 -2.8774
H -4.1555 -4.3653 -8.5419
H -2.9526 -3.3558 -7.5525
H -4.1008 -4.5299 -6.7252
H -1.2604 -4.1341 -6.6504
H -0.5383 -5.4311 -7.5819
H -0.4189 -6.1405 -5.3506
H -1.6507 -7.1779 -6.1158
H -3.2826 -5.9191 -5.0987
H -1.8522 -3.8611 -4.4930
H -1.0774 -4.9756 -3.3449
H -2.7662 -3.6163 -2.2320
H -3.2999 -5.2737 -2.2146
H -6.1731 -3.5926 -3.4515
H -5.3600 -3.6144 -1.8687
H -5.7801 -5.1528 -2.6228
C 6.0797 -0.7711 4.2838
O 4.7378 -0.5564 3.8276
C 3.8688 -1.5721 4.2685
C 2.4847 -1.0408 4.3525
N 2.4535 0.0204 5.4319
C 1.5883 1.1362 5.0513
C 1.1651 2.0031 6.2124
O 2.3029 2.7548 6.6891
C 1.9568 3.5083 7.8536
H 6.6121 -1.4816 3.6562
H 6.0767 -1.1745 5.2777
H 6.5414 0.2193 4.2810
H 4.2064 -1.9736 5.2159
H 3.8529 -2.3186 3.4841
H 1.8705 -1.8799 4.7025
H 2.0677 -0.5912 3.4264
H 3.3832 0.4046 5.5490
H 0.6915 0.7010 4.6133
H 2.0491 1.6523 4.2106
H 0.9193 1.3685 7.0802
H 0.3309 2.6374 5.8916
H 2.8901 3.8109 8.3310
H 1.3954 2.9572 8.5713
H 1.3299 4.4422 7.6700
C 0.9879 -1.3692 -5.7295
O 1.3038 -1.7601 -7.0303
C 0.2262 -1.6288 -7.8952
C 0.6156 -2.0456 -9.2635
N 0.6815 -3.5142 -9.5352
C -0.5475 -3.9346 -10.3039
C -0.3755 -5.3506 -10.7735
O 0.7712 -5.2965 -11.5697
C 0.4412 -5.3319 -12.9366
H 1.6925 -1.7846 -5.0345
H 0.0072 -1.7390 -5.4569
H 0.8938 -0.2566 -5.5899
H -0.1211 -0.6175 -7.9325
H -0.6043 -2.3037 -7.5020
H 1.6199 -1.5623 -9.3686
H -0.0669 -1.6387 -10.0389
H 1.5534 -3.7275 -10.0628
H -0.7127 -3.3018 -11.2140
H -1.3968 -3.7720 -9.6619
H -1.2339 -5.7743 -11.2568
H -0.0231 -5.9830 -9.9607
H -0.3421 -4.5610 -13.1810
H 0.1001 -6.3482 -13.2467
H 1.2533 -4.9479 -13.5759
C -7.7552 -1.2455 5.4327
O -6.4841 -1.8099 5.6927
C -5.3649 -0.9720 5.2469
C -4.0940 -1.5781 5.8271
N -3.0226 -0.7293 5.3414
C -2.4048 0.2816 6.1675
C -1.4739 -0.3102 7.2051
O -2.2218 -1.1916 8.0405
C -1.3787 -1.8173 8.9381
H -7.9269 -0.3012 5.9912
H -8.4317 -1.9537 5.8816
H -7.8664 -1.0227 4.3622
H -5.5024 -0.0052 5.6562
H -5.3004 -1.0653 4.1496
H -3.8423 -2.5796 5.4436
H -4.1697 -1.5920 6.8868
H -2.2780 -1.2536 4.9566
H -3.1121 0.7792 6.8289
H -1.8408 1.0575 5.6402
H -0.9775 0.4986 7.7998
H -0.6175 -0.8762 6.8515
H -2.0209 -2.2615 9.6998
H -0.6592 -1.1317 9.4320
H -0.7674 -2.5971 8.4671
C 4.3532 2.4651 2.4244
O 3.6502 2.4484 1.1900
C 2.6656 3.4549 0.9820
C 3.2947 4.8536 0.9390
N 2.3946 5.7694 0.2572
C 2.9673 7.1676 0.1876
C 1.9130 8.1541 -0.0225
O 2.5624 9.3885 -0.3322
C 1.6873 10.5278 -0.2300
H 5.2143 3.1416 2.3809
H 4.5040 1.4490 2.7010
H 3.6803 3.0166 3.1213
H 1.9313 3.5328 1.8307
H 2.1940 3.2424 0.0571
H 4.2571 4.8246 0.4081
H 3.4480 5.3781 1.8349
H 2.1117 5.4937 -0.7143
H 3.7559 7.2301 -0.5911
H 3.5417 7.3394 1.1082
H 1.3727 8.4081 0.8387
H 1.3075 7.8887 -0.8893
H 1.2679 10.6770 0.7687
H 0.8491 10.3582 -0.8943
H 2.1942 11.3745 -0.6093
C -2.1676 4.9695 5.4841
O -0.8593 4.8209 4.9153
C -0.3606 6.0921 4.3748
C 0.8039 5.7026 3.4329
N 2.0023 5.0830 4.0668
C 2.6600 5.7964 5.1979
C 3.6865 6.7954 4.7554
O 3.0332 7.8019 4.0221
C 3.8032 8.9798 3.8498
H -2.2231 5.2519 6.5473
H -2.6152 3.9352 5.4470
H -2.8162 5.6042 4.8855
H -0.1132 6.8502 5.1635
H -1.1894 6.4459 3.7139
H 1.0882 6.5845 2.9103
H 0.3859 4.9538 2.7806
H 1.7398 4.1999 4.4587
H 3.2069 5.0456 5.8175
H 2.0063 6.3235 5.8584
H 4.4528 6.2847 4.1088
H 4.1387 7.2278 5.6702
H 3.8899 9.5504 4.7357
H 3.3194 9.6685 3.1544
H 4.8089 8.8432 3.4169
C -3.3327 2.5254 -1.6319
O -3.3494 2.5709 -0.2051
C -4.3103 1.6194 0.2724
C -4.4822 1.6544 1.7500
N -5.1145 2.9351 2.0529
C -5.2955 3.1680 3.4824
C -5.7675 4.5281 3.6616
O -4.7650 5.4030 3.1929
C -5.2018 6.6660 2.8642
H -3.1715 1.5106 -1.9791
H -2.5554 3.2482 -1.8676
H -4.2223 2.8292 -2.1439
H -3.9912 0.5972 -0.0329
H -5.3406 1.7680 -0.1687
H -3.5377 1.4962 2.2062
H -5.1960 0.8642 2.0223
H -4.4630 3.6335 1.8343
H -4.2728 2.9802 4.0243
H -6.0372 2.4826 3.9214
H -6.0347 4.6969 4.7458
H -6.6731 4.6043 3.0743
H -4.3759 7.1879 2.4254
H -5.5077 7.2924 3.7271
H -6.0924 6.6620 2.2292
C 6.6053 2.8514 -3.2748
O 5.3627 2.2905 -3.6112
C 4.2190 2.9940 -3.1108
C 3.0926 1.9677 -2.9155
N 3.2299 0.9486 -1.8073
C 4.1016 -0.1702 -2.0563
C 4.0053 -1.2138 -0.9981
O 5.0165 -2.1638 -1.3591
C 4.8660 -3.3329 -0.5811
H 6.9013 2.4243 -2.3156
H 6.5213 3.9287 -3.1724
H 7.3070 2.6336 -4.0842
H 3.8966 3.7799 -3.7959
H 4.4707 3.4802 -2.1424
H 2.9748 1.3449 -3.7775
H 2.1966 2.5891 -2.7905
H 3.5321 1.4345 -0.9860
H 5.1809 0.0540 -2.1509
H 3.8427 -0.6801 -3.0092
H 3.0559 -1.7700 -0.8865
H 4.2634 -0.8358 0.0021
H 5.2212 -3.0756 0.4454
H 5.3664 -4.1903 -0.9739
H 3.8175 -3.6156 -0.5397
C -0.5213 1.7631 2.3331
O -0.6102 0.3430 2.0721
C 0.2052 -0.1629 1.0346
C -0.4577 0.0387 -0.3643
N 0.2876 -0.4899 -1.4590
C -0.3368 -0.0985 -2.7559
C -1.4734 -1.0823 -3.0361
O -1.9429 -0.5785 -4.2548
C -2.9872 -1.2992 -4.9087
H -0.9647 1.9870 3.3038
H -0.9713 2.3339 1.5322
H 0.5073 2.0583 2.3641
H 0.4072 -1.2407 1.2277
H 1.1849 0.3552 1.0950
H -0.7557 1.1190 -0.4967
H -1.4050 -0.4590 -0.2883
H 1.2042 -0.0564 -1.4849
H 0.3884 -0.1404 -3.6055
H -0.8272 0.8746 -2.5702
H -2.2706 -1.1026 -2.2079
H -1.1347 -2.1079 -3.1219
H -3.7717 -1.4456 -4.1930
H -2.8316 -2.2978 -5.2636
H -3.3663 -0.7675 -5.7804
C 0.4824 -3.7309 -0.7566
O 1.1919 -4.4545 -1.7307
C 1.6427 -3.6278 -2.7593
C 2.6268 -4.4819 -3.5326
N 1.9660 -5.5511 -4.2881
C 2.8662 -5.9972 -5.3224
C 2.7790 -5.0644 -6.5789
O 3.6241 -5.6369 -7.4597
C 3.7847 -4.9489 -8.6536
H 0.8758 -2.7821 -0.5387
H 0.4415 -4.4379 0.0887
H -0.5519 -3.5444 -1.1213
H 2.0927 -2.7150 -2.3065
H 0.7781 -3.3957 -3.4219
H 3.3776 -4.9095 -2.9374
H 3.2330 -3.8881 -4.2520
H 1.8282 -6.2812 -3.6448
H 2.6629 -6.9987 -5.7440
H 3.9844 -5.9992 -5.0328
H 3.0743 -4.0540 -6.3226
H 1.7351 -5.0538 -6.9890
H 2.7949 -4.8505 -9.1142
H 4.4355 -5.5504 -9.2403
H 4.2738 -3.9787 -8.5419
C -4.3269 -3.4424 1.5829
O -3.1635 -3.8089 2.2980
C -2.1317 -2.8757 2.2111
C -0.9817 -3.4184 2.9964
N -1.4467 -3.4422 4.3584
C -0.5560 -4.0999 5.3441
C -0.6617 -5.5736 5.2653
O -0.2627 -6.0628 4.0215
C -0.3302 -7.4647 4.0170
H -5.0372 -4.2485 1.6225
H -4.1476 -3.2474 0.5324
H -4.7801 -2.5481 1.9710
H -2.4906 -1.9150 2.6178
H -1.7535 -2.7813 1.1561
H -0.0853 -2.7818 2.8603
H -0.6993 -4.3506 2.5218
H -2.3116 -3.9284 4.4401
H -0.7343 -3.8062 6.4037
H 0.5145 -3.8221 5.2145
H -1.7297 -5.8609 5.4110
H -0.1021 -6.0729 6.1522
H -1.2318 -7.7548 4.5629
H 0.5378 -7.8932 4.5251
H -0.4135 -7.7926 2.9919
C -1.7253 5.2680 0.5788
O -0.4931 5.2615 -0.1125
H -2.1721 6.2556 0.4590
H -2.4634 4.5866 0.0741
H -1.6369 4.9763 1.6136
H 0.1944 5.4833 0.5479
*
```

For the HOMO-LUMO gap, the calculation gives 8.8143 eV. As for the HOMO energy: -8.22 eV. The LUMO energy is 0.595 eV. The structure (SMILES) is COCCNCCOC.COCCNCCOC.COCCNCCOC.COCCNCCOC.COCCNCCOC.COCCNCCOC.COCCNCCOC.COCCNCCOC.COCCNCCOC.COCCNCCOC.COCCNCCOC.CO.

Löwdin population analysis, charges in e, atoms 1 to 4: -0.10, -0.21, -0.23, -0.17

=====

# 2
Below is a molecular structure, C67H66N5O5P2RuS2, with properties calculated with ωB97M-V/def2-TZVPD.

```
! RIJCOSX wB97M-V def2-TZVPD def2/J DEFGRID3
* xyz 2 2
Ru 0.1818 -0.3703 -0.2788
N -1.4275 0.0108 1.1249
N -2.4674 0.9562 0.7787
C -1.9627 2.0158 -0.0554
N -3.0306 2.5485 -0.8201
S -0.6469 1.4720 -1.2112
H -1.8773 -0.7416 1.6493
H -0.8380 0.5331 1.8067
H -3.1476 0.4550 0.2058
H -3.6964 3.0225 -0.2184
H -2.6966 3.1937 -1.5250
C -0.2503 -4.7626 -6.5867
C -0.7602 -3.5706 -5.7729
C -1.9035 -2.8759 -6.5301
C -1.2883 -4.0334 -4.4237
C -2.0219 -5.1962 -4.2291
C -2.5751 -5.5088 -2.9939
C -2.3982 -4.6737 -1.9064
C -1.6400 -3.5127 -2.0531
P -1.5286 -2.2288 -0.7591
C -3.1864 -1.5359 -1.1029
C -3.2703 -0.5748 -2.1105
C -4.5040 -0.1267 -2.5511
C -5.6671 -0.6329 -1.9981
C -5.5947 -1.6132 -1.0189
C -4.3645 -2.0766 -0.5834
C -1.6659 -3.2962 0.7195
C -2.4711 -3.0267 1.8251
C -2.5021 -3.8928 2.9084
C -1.7259 -5.0404 2.9057
C -0.9136 -5.3151 1.8160
C -0.8795 -4.4491 0.7387
C -1.1373 -3.2208 -3.3071
O -0.5052 -2.0180 -3.3579
C 0.4078 -1.8375 -4.3491
C 1.3852 -0.9121 -4.0424
C 2.3623 -0.6607 -5.0103
C 2.3233 -1.3241 -6.2210
C 1.3373 -2.2694 -6.4756
C 0.3575 -2.5626 -5.5381
P 1.5926 -0.2347 -2.3552
C 3.2204 -1.0010 -2.0587
C 4.4127 -0.4589 -2.5313
C 5.6037 -1.1467 -2.3690
C 5.6130 -2.3836 -1.7449
C 4.4251 -2.9343 -1.2860
C 3.2346 -2.2446 -1.4441
C 1.9135 1.5157 -2.8058
C 2.5891 2.3770 -1.9459
C 2.8196 3.6963 -2.2951
C 2.3432 4.1921 -3.5008
C 1.6245 3.3630 -4.3412
C 1.4119 2.0369 -3.9967
H -1.0509 -5.4766 -6.7676
H 0.5641 -5.2756 -6.0780
H 0.0990 -4.4439 -7.5668
H -2.7207 -3.5743 -6.7027
H -1.5493 -2.5119 -7.4933
H -2.2919 -2.0288 -5.9651
H -2.1869 -5.8685 -5.0565
H -3.1574 -6.4098 -2.8840
H -2.8502 -4.9283 -0.9603
H -2.3670 -0.1709 -2.5541
H -4.5501 0.6283 -3.3222
H -6.6290 -0.2764 -2.3366
H -6.4986 -2.0338 -0.6040
H -4.3385 -2.8777 0.1379
H -3.1447 -2.1751 1.8417
H -3.1533 -3.6786 3.7439
H -1.7602 -5.7198 3.7445
H -0.3001 -6.2051 1.8048
H -0.2429 -4.6840 -0.1041
H 3.1616 0.0380 -4.8172
H 3.0773 -1.1221 -6.9666
H 1.3460 -2.7873 -7.4226
H 4.4204 0.5120 -3.0065
H 6.5257 -0.7158 -2.7321
H 6.5405 -2.9226 -1.6258
H 4.4299 -3.9039 -0.8098
H 2.3037 -2.6684 -1.0799
H 2.9232 2.0195 -0.9896
H 3.3586 4.3480 -1.6207
H 2.5279 5.2202 -3.7786
H 1.2316 3.7413 -5.2738
H 0.8423 1.4144 -4.6682
C 4.7141 3.0040 1.3653
C 3.5729 2.1377 1.8631
S 3.5328 0.5556 0.9603
O 2.0510 0.2341 0.7686
C 4.0900 -0.6243 2.2104
C 3.5198 -0.4838 3.6105
H 4.7636 3.9135 1.9614
H 4.5944 3.2790 0.3231
H 5.6699 2.4929 1.4653
H 2.5904 2.5682 1.6850
H 3.6550 1.9492 2.9297
H 5.1789 -0.5415 2.1839
H 3.8416 -1.5828 1.7504
H 4.1352 0.1632 4.2314
H 3.4933 -1.4629 4.0868
H 2.5119 -0.0690 3.5962
O 1.6417 1.6224 3.7525
C 0.9050 2.3803 3.1690
N 0.7302 3.7005 3.3989
C -0.2813 4.2949 2.5401
C -0.5858 3.0602 1.7221
O -1.5152 3.1468 0.8025
N 0.0476 2.0026 2.0973
C 0.2798 5.4672 1.7616
C 0.5490 6.6288 2.4800
C 1.0655 7.7419 1.8483
C 1.3051 7.7120 0.4811
C 1.0381 6.5596 -0.2361
C 0.5379 5.4327 0.4005
C -1.5581 4.6657 3.2850
C -2.4988 5.4705 2.6520
C -3.6817 5.7916 3.2919
C -3.9338 5.3152 4.5710
C -2.9991 4.5120 5.2021
C -1.8146 4.1833 4.5600
H 1.2425 4.1960 4.1093
H 0.3225 6.6743 3.5364
H 1.2643 8.6386 2.4148
H 1.6898 8.5873 -0.0205
H 1.2098 6.5353 -1.3017
H 0.3379 4.5436 -0.1823
H -2.2969 5.8610 1.6646
H -4.4034 6.4270 2.7985
H -4.8518 5.5773 5.0748
H -3.1859 4.1436 6.2004
H -1.0940 3.5551 5.0641
C 0.4203 -1.3872 3.4499
C 0.9752 -2.2408 2.3576
O 0.7699 -1.9851 1.1691
C 1.7487 -3.4395 2.7413
C 1.7846 -3.8655 4.0714
C 2.4769 -5.0131 4.4161
C 3.1500 -5.7322 3.4408
C 3.1281 -5.3100 2.1178
C 2.4264 -4.1741 1.7687
H 0.1014 -0.4205 3.0728
H 1.1614 -1.2067 4.2260
H -0.4193 -1.9114 3.9103
H 1.2635 -3.3148 4.8378
H 2.4961 -5.3447 5.4435
H 3.6961 -6.6234 3.7118
H 3.6553 -5.8766 1.3638
H 2.3882 -3.8454 0.7458
*
```

For the HOMO-LUMO gap (spin up / spin down), the calculation gives 7.1460 / 6.7032 eV. As for the HOMO energy (spin up / spin down): -12.58 / -12.58 eV. The LUMO energy (spin up / spin down) is -5.436 / -5.880 eV. Its expectation value of S² is 0.76.

Löwdin population analysis, charges in e, atoms 1 to 4: 0.76, -0.10, 0.02, -0.81